w) A 2-piece molecular cluster, C5H15N2 overall. Source: the Open Molecules 2025 dataset; level of theory: the ωB97M-V functional and the def2-TZVPD basis.

Results
HOMO energy ... -0.446 hartree
Lowest unoccupied orbital energy ... -5.019 eV
Kohn-Sham gap ... 7.114 eV

Geometry as ORCA input:
```
! RIJCOSX wB97M-V def2-TZVPD def2/J DEFGRID3
* xyz 1 1
C 2.03008 0.06241 -2.75806
C 2.55002 -0.26002 -1.36594
C 1.06189 0.31577 0.49102
N 1.42025 -0.47249 -0.43540
H 1.53535 -0.78254 -3.22532
H 1.37183 0.93053 -2.75024
H 2.88767 0.34060 -3.36794
H 3.13146 -1.18222 -1.36340
H 3.15889 0.54680 -0.96886
H 0.12036 0.18087 1.00603
H 1.66869 1.18402 0.71547
H 0.79702 -1.24254 -0.67681
C -2.18030 -1.10352 1.00387
N -2.74797 -0.04592 1.82188
C -2.08602 1.25220 1.71726
H -2.21245 -0.80078 -0.04630
H -1.14844 -1.40435 1.26311
H -2.81146 -1.98183 1.10144
H -2.72474 -0.34886 2.78873
H -1.08531 1.29890 2.16592
H -2.69858 1.99863 2.22306
H -2.03823 1.51435 0.66049
*
```

***

x) A 2-piece molecular cluster, C5H15N2 overall. Source: the Open Molecules 2025 dataset; level of theory: the ωB97M-V functional and the def2-TZVPD basis.

Results
HOMO energy ... -0.523 hartree
Lowest unoccupied orbital energy ... -7.878 eV
Kohn-Sham gap ... 6.366 eV

Geometry as ORCA input:
```
! RIJCOSX wB97M-V def2-TZVPD def2/J DEFGRID3
* xyz 1 1
C 0.01062 0.39210 -1.88853
N -1.14025 -0.29960 -1.44597
C -2.34251 -0.19983 -2.26247
C 1.13788 0.36263 -0.67434
N 0.40068 0.64180 0.40415
C 2.53191 -1.30781 0.61877
C 1.68957 -1.11317 -0.64744
H 0.31854 0.03347 -2.86803
H -0.11809 1.47366 -1.98032
H -1.29170 -0.12821 -0.44415
H -3.10616 -0.84331 -1.82905
H -2.15058 -0.50410 -3.28993
H -2.68858 0.84154 -2.27599
H 1.89949 1.09419 -0.98375
H -3.25768 2.75155 9.26376
H 0.54008 1.61120 0.70785
H -3.72744 2.23648 9.01574
H 2.95717 -2.30334 0.64743
H 1.88839 -1.13568 1.49011
H 3.33149 -0.56396 0.62519
H 2.29572 -1.26664 -1.53492
H 0.82143 -1.77296 -0.64811
*
```

***

y) An isolated ion of composition C5H15N2 and charge +1. Source: the Open Molecules 2025 dataset; level of theory: the ωB97M-V functional and the def2-TZVPD basis.

Results
HOMO energy ... -0.438 hartree
Lowest unoccupied orbital energy ... -3.691 eV
SMILES string ... CC[C@H]([NH3+])CNC
Kohn-Sham gap ... 8.231 eV

Geometry as ORCA input:
```
! RIJCOSX wB97M-V def2-TZVPD def2/J DEFGRID3
* xyz 1 1
C -0.73586 1.34067 -0.07758
N -1.84880 0.62654 0.63391
C -2.56366 -0.50521 0.09144
C 0.39570 0.35896 -0.39144
N 1.49872 1.10662 -1.14090
C 1.70719 -1.61240 0.45630
C 0.91434 -0.37583 0.83037
H -1.35131 1.89766 -0.87442
H -0.21683 2.16975 0.58356
H -2.32838 1.08200 1.43657
H -2.55381 -0.40486 -1.07558
H -3.68528 -0.67745 0.48549
H -2.06615 -1.46116 0.39866
H -0.14178 -0.30828 -1.14624
H 1.29453 0.94536 -2.15307
H 2.33550 0.41507 -1.10673
H 1.66068 2.14055 -1.00492
H 2.16738 -2.14535 1.30047
H 2.54972 -1.60990 -0.19825
H 1.13921 -2.40089 -0.01945
H 0.09842 -0.73479 1.51110
H 1.73048 0.15296 1.46074
*
```

***

On energetic grounds, w) is preferred over the next structure by 0.0318 hartree.

***

w) An isolated ion of composition C5H15N2 and charge +1. Source: the Open Molecules 2025 dataset; level of theory: the ωB97M-V functional and the def2-TZVPD basis.

Results
HOMO energy ... -0.499 hartree
Lowest unoccupied orbital energy ... -3.190 eV
SMILES string ... CC[C@H]([NH3+])CNC
Kohn-Sham gap ... 10.402 eV

Geometry as ORCA input:
```
! RIJCOSX wB97M-V def2-TZVPD def2/J DEFGRID3
* xyz 1 1
C 1.00932 0.06728 0.66756
N 1.98135 0.32204 -0.39516
C 2.84473 -0.83563 -0.69049
C -0.42660 0.42285 0.11802
N -0.44435 -0.09298 -1.27828
C -2.84159 0.71414 0.78619
C -1.58653 -0.18408 0.90871
H 0.99733 -0.97328 0.97289
H 1.13308 0.77177 1.48831
H 2.60437 1.07277 -0.11934
H 2.26086 -1.75694 -0.66226
H 3.67931 -0.98104 -0.01496
H 3.22805 -0.76185 -1.70795
H -0.43471 1.51170 0.13861
H -0.26359 -1.09882 -1.23942
H 0.33702 0.33402 -1.78396
H -1.33670 0.01893 -1.76259
H -3.25459 0.72848 -0.23131
H -2.64119 1.76911 0.98078
H -3.60863 0.33373 1.44658
H -1.39470 -0.27451 1.97412
H -1.84225 -1.10767 0.40396
*
```

***

x) An isolated ion of composition C5H15N2 and charge +1. Source: the Open Molecules 2025 dataset; level of theory: the ωB97M-V functional and the def2-TZVPD basis.

Results
HOMO energy ... -0.529 hartree
Lowest unoccupied orbital energy ... -3.095 eV
SMILES string ... CC(C)[C@@H]([NH3+])CN
Kohn-Sham gap ... 11.303 eV

Geometry as ORCA input:
```
! RIJCOSX wB97M-V def2-TZVPD def2/J DEFGRID3
* xyz 1 1
N 1.47490 0.01130 -0.08538
C 0.06474 -0.06871 0.45634
C -0.82494 -0.75080 -0.54600
C -0.76179 -2.28745 -0.53544
C -0.76589 -0.16541 -1.96169
C -0.25792 1.39602 0.91686
N 0.83503 1.76276 1.82394
H 2.05139 0.56924 0.55101
H 1.88948 -0.92468 -0.05679
H 1.41972 0.21827 -1.08057
H 0.11473 -0.57871 1.41622
H -1.85726 -0.49324 -0.27948
H -1.67476 -2.71012 -0.94818
H 0.07961 -2.67598 -1.10541
H -0.75277 -2.60910 0.50710
H -1.56530 -0.65658 -2.51827
H -0.88394 0.90220 -2.14250
H 0.14029 -0.37115 -2.56116
H -0.51015 2.07920 0.11162
H -1.20525 1.27996 1.44551
H 0.45474 1.77114 2.75763
H 1.17575 2.70288 1.66106
*
```

***

y) C5H15N2 as an isolated structure. Source: the Open Molecules 2025 dataset; level of theory: the ωB97M-V functional and the def2-TZVPD basis.

Results
HOMO energy ... -0.490 hartree
Lowest unoccupied orbital energy ... -8.472 eV
Kohn-Sham gap ... 4.869 eV

Geometry as ORCA input:
```
! RIJCOSX wB97M-V def2-TZVPD def2/J DEFGRID3
* xyz 1 1
C -2.02385 -1.61406 -0.14069
N -0.95117 1.35067 -0.72002
C -2.04265 1.86672 0.01037
C -1.45807 -2.06294 0.96460
N 0.99767 0.48436 0.49131
C 1.99861 0.24478 -0.48848
C 3.06820 -0.72925 0.05783
H -1.61594 -0.81244 -0.75852
H -3.02991 -1.82832 -0.49439
H -0.92309 1.63438 -1.69691
H -2.98190 1.59828 -0.50608
H -2.08706 2.95830 0.12290
H -2.15867 1.36879 0.97412
H -1.82729 -2.92044 1.51015
H -0.45943 -1.70254 1.20596
H 1.32333 1.17112 1.18463
H -0.05494 1.01884 -0.10377
H 2.53679 1.15607 -0.76870
H 1.52622 -0.21456 -1.35679
H 3.65796 -1.10168 -0.78239
H 3.82813 -0.27660 0.69788
H 2.67706 -1.58945 0.59700
*
```

***

On energetic grounds, x) is preferred over the next structure by 0.0111 hartree.

***

w) A single C8H13NOS2 molecule. Source: the Open Molecules 2025 dataset; level of theory: the ωB97M-V functional and the def2-TZVPD basis.

Results
HOMO energy ... -0.325 hartree
Lowest unoccupied orbital energy ... -0.611 eV
SMILES string ... CCC1(CC)COC(=S)NC1=S
Kohn-Sham gap ... 8.221 eV

Geometry as ORCA input:
```
! RIJCOSX wB97M-V def2-TZVPD def2/J DEFGRID3
* xyz 0 1
S -1.56513 -3.27567 -2.36924
S -2.64387 0.23216 1.29508
O 0.27063 -1.57782 -1.60295
C -1.01263 -2.00168 -1.46522
C -1.50856 -0.29925 0.15069
N -1.94666 -1.32050 -0.70367
C 0.97159 2.61926 -0.25798
C 0.90479 -1.68599 1.47149
C 0.54806 -0.21652 -1.26608
C -0.33277 1.80725 -0.05037
C 0.66332 -0.17327 1.28209
C -0.13419 0.27813 0.01261
H -2.76531 -1.80720 -0.45815
H 0.70531 3.66282 -0.30203
H 1.68727 2.46225 0.57194
H 1.49370 2.38794 -1.19367
H 1.39415 -2.13184 0.60744
H 1.53245 -1.88093 2.34458
H -0.05664 -2.18537 1.62601
H 1.61588 -0.11258 -1.14645
H 0.18078 0.40131 -2.11358
H -1.09874 2.11463 -0.82570
H -0.71783 2.16784 0.92225
H 0.17415 0.20864 2.18625
H 1.64025 0.32639 1.28465
*
```

***

x) C8H13NOS2 as an isolated structure. Source: the Open Molecules 2025 dataset; level of theory: the ωB97M-V functional and the def2-TZVPD basis.

Results
HOMO energy (alpha / beta) ... -0.286 / -0.286 hartree
Lowest unoccupied orbital energy (alpha / beta) ... -0.780 / -0.779 eV
Kohn-Sham gap (alpha / beta) ... 7.012 / 7.012 eV

Geometry as ORCA input:
```
! RIJCOSX wB97M-V def2-TZVPD def2/J DEFGRID3
* xyz 0 1
C -1.70294 -2.00951 -0.49571
C -2.96728 -1.57058 -1.10088
C -0.24836 -0.24681 0.24818
C -1.29541 0.22124 1.19963
C 1.44543 1.29651 1.36787
C 0.71914 1.64814 -0.97215
C 2.10281 -0.35941 -0.36102
C 1.00738 0.55797 0.08374
N -0.51560 -1.22639 -0.58820
O -3.92601 -1.04365 -0.62332
S -1.34672 -3.41632 0.35298
S -2.48809 -2.13214 -2.63814
H -1.41429 1.34096 1.12025
H -0.99246 0.10369 2.27195
H -2.25384 -0.22349 0.99046
H 0.76536 1.29827 2.21113
H 1.79618 2.30104 1.12330
H 2.38372 0.67386 1.75279
H -0.05997 2.27124 -0.30738
H 1.38524 2.51074 -1.00718
H 0.28961 1.33044 -1.88867
H 1.91995 -0.66825 -1.41124
H 2.25806 -1.25583 0.26617
H 2.94295 0.20132 -0.35311
H 0.19513 -1.60305 -1.24146
*
```

***

On energetic grounds, w) is preferred over the next structure by 0.0997 hartree.